# 1
Formula: C57H43As2Cl3N6ORbS
Source: the OMol25 dataset
Level of theory: ωB97M-V/def2-TZVPD

Computed properties:
Frontier orbital gap   6.79 eV
Total charge   -1
LUMO level   1.94 eV

Last column: Löwdin charge in e.
Atoms and positions in Å:
Rb: 11.10106 14.47347 13.17579  0.715
C: 11.24168 8.24029 11.89635  -0.092
C: 10.10715 7.65926 12.53275  -0.078
C: 9.41597 8.50029 13.33465  -0.064
C: 9.79733 9.77333 13.69163  -0.378
N: 10.94785 10.27330 13.16690  0.114
C: 11.62184 9.52855 12.26376  -0.154
N: 9.09744 10.55942 14.58177  0.145
C: 8.77609 11.79350 14.31558  -0.332
N: 8.47184 12.69840 15.24616  0.139
C: 8.13384 13.84794 14.62118  -0.338
N: 8.00329 14.97409 15.24107  0.155
C: 7.73678 16.16673 14.56275  -0.360
C: 6.56477 16.86634 14.69338  -0.043
C: 6.44918 18.12920 14.08568  -0.055
C: 7.61434 18.69425 13.47775  -0.046
C: 8.75780 17.87047 13.44486  -0.199
N: 8.87148 16.67651 13.94368  0.086
C: 8.23598 13.67670 13.10480  -0.204
C: 7.95998 14.53723 12.06003  -0.044
C: 8.15002 14.08329 10.75858  -0.070
C: 8.64834 12.81900 10.55557  -0.059
C: 8.95357 11.96633 11.65062  -0.010
C: 8.62772 12.39172 12.92010  -0.147
H: 11.93246 7.70664 11.22950  0.091
H: 9.74590 6.68350 12.22411  0.100
H: 8.44862 8.20246 13.73082  0.110
H: 12.53097 9.92885 11.83984  0.097
H: 5.71877 16.42309 15.28597  0.132
H: 5.54436 18.66184 14.29368  0.091
H: 7.58368 19.68999 13.03584  0.095
H: 9.70273 18.28628 13.13372  0.073
H: 7.72172 15.54267 12.21456  0.083
H: 7.99336 14.82089 10.03493  0.092
H: 8.86842 12.45880 9.53499  0.113
H: 9.34313 10.98063 11.44228  0.100
Cl: 15.55176 18.26433 7.97369  0.614
C: 15.08541 17.67654 9.53851  -0.706
C: 15.97458 17.15614 10.45654  -0.157
C: 15.52726 16.67945 11.65079  -0.618
Cl: 16.58502 15.97313 12.79017  0.710
C: 14.13261 16.59917 11.98625  -0.552
O: 13.70065 16.05160 13.03758  -0.206
C: 13.30226 17.20612 11.02018  -0.562
Cl: 11.56823 17.15998 11.30297  0.645
C: 13.73679 17.77232 9.84691  -0.166
H: 17.04901 17.08709 10.25524  0.109
H: 13.04347 18.14854 9.13057  0.088
C: 10.77705 14.43084 17.30465  -0.421
C: 10.03183 15.72978 17.75187  -0.434
As: 10.72938 17.44815 17.08082  1.321
C: 11.52090 18.22647 18.70902  -0.393
C: 10.89548 18.28627 19.92232  -0.122
C: 11.44052 19.06325 20.94019  -0.107
C: 12.67581 19.66345 20.81837  -0.106
C: 13.37134 19.43215 19.64878  -0.113
C: 12.80156 18.80621 18.59235  -0.138
C: 9.00805 18.46845 17.34350  -0.375
C: 9.03648 19.79688 16.96404  -0.136
C: 7.89575 20.58090 16.97841  -0.105
C: 6.66277 20.06427 17.39872  -0.084
C: 6.64469 18.68102 17.73171  -0.106
C: 7.78643 17.94029 17.68960  -0.143
As: 11.94287 13.53313 18.67246  1.355
C: 11.23144 14.25752 20.38962  -0.397
C: 12.06169 14.79283 21.35237  -0.117
C: 11.54907 15.00060 22.63139  -0.101
C: 10.24682 14.69367 22.97707  -0.122
C: 9.44116 14.10971 22.03780  -0.103
C: 9.92235 13.84032 20.75319  -0.110
C: 13.58213 14.67444 18.58304  -0.353
C: 14.75095 14.15965 19.22984  -0.152
C: 15.96196 14.69686 18.90060  -0.122
C: 16.04571 15.79940 18.03210  -0.090
C: 14.91336 16.38294 17.49428  -0.098
C: 13.71748 15.76152 17.69049  -0.122
H: 11.42354 14.54469 16.41811  0.025
H: 10.00630 13.67414 16.98646  0.047
H: 9.93800 15.86410 18.85354  0.046
H: 9.00693 15.67545 17.29004  0.026
H: 9.87126 17.81442 20.10743  0.130
H: 10.84317 19.29705 21.86113  0.114
H: 13.05342 20.32889 21.61219  0.107
H: 14.34900 19.91144 19.49169  0.111
H: 13.35320 18.75526 17.69752  0.074
H: 9.96610 20.15286 16.52664  0.096
H: 7.92263 21.64589 16.82196  0.091
H: 5.76989 20.72012 17.50989  0.104
H: 5.68409 18.22966 17.98964  0.101
H: 7.67300 16.83467 17.71629  0.101
H: 13.06214 15.08049 21.09879  0.081
H: 12.19080 15.54209 23.36930  0.112
H: 9.87464 15.04685 23.93601  0.099
H: 8.40030 13.89963 22.25642  0.098
H: 9.31314 13.42248 20.00449  0.083
H: 14.73200 13.26492 19.88002  0.109
H: 16.86765 14.23893 19.27628  0.098
H: 16.99090 16.25598 17.78685  0.098
H: 15.09713 17.13960 16.81088  0.090
H: 12.84038 16.06210 17.10094  0.036
S: 15.62574 12.85809 15.79538  1.044
C: 14.38994 13.49033 14.75950  -0.430
N: 13.25107 12.90512 14.91433  0.004
C: 13.29043 11.87651 15.84729  -0.357
C: 12.20244 11.04848 16.21972  -0.027
C: 12.36814 10.12428 17.27394  -0.085
C: 13.62462 10.04919 17.92496  -0.110
C: 14.71648 10.84716 17.56456  -0.086
C: 14.49608 11.72053 16.47215  -0.489
H: 14.59374 14.32073 14.07211  0.038
H: 11.20996 11.17011 15.85396  0.075
H: 11.56142 9.56414 17.77631  0.110
H: 13.74526 9.31155 18.67865  0.081
H: 15.65904 10.78572 18.08348  0.098

***

# 2
Formula: C57H45F3N8Ru
Source: the OMol25 dataset
Level of theory: ωB97M-V/def2-TZVPD

Computed properties:
⟨S²⟩   8.90
Multiplicity   6
Frontier orbital gap (alpha / beta)   4.71 / 5.16 eV
Total charge   +1
LUMO level (alpha / beta)   -3.62 / -4.78 eV

Last column: Löwdin spin population.
Atoms and positions in Å:
Ru: -0.54336 -0.25878 -0.27489  2.435
C: -5.25471 0.53913 -5.48493  0.132
C: -5.55276 1.02682 -4.21703  -0.008
C: -4.92161 0.51390 -3.10799  0.108
C: -3.96945 -0.53189 -3.21699  0.032
C: -3.68907 -1.01019 -4.52116  0.106
C: -4.31899 -0.48072 -5.62486  -0.008
C: -3.24510 -0.96914 -2.07947  0.388
C: -3.47965 -0.38813 -0.76332  0.140
C: -4.71219 -0.31462 -0.07444  0.055
C: -4.45142 0.26043 1.14806  0.083
C: -3.05865 0.53525 1.18499  0.060
N: -2.49050 0.10037 0.00273  0.050
C: -2.35385 1.21627 2.18424  0.066
C: -0.99500 1.59710 2.07696  0.070
C: -0.28200 2.46177 2.95304  -0.025
C: 1.02254 2.47879 2.54534  0.052
C: 1.13313 1.54924 1.47013  -0.019
C: 2.33022 1.06099 0.91820  0.219
C: 3.60626 1.71775 1.25113  0.023
C: 4.42756 2.15551 0.20957  0.019
C: 5.62407 2.79498 0.47418  -0.001
C: 6.02515 3.00546 1.78309  0.014
C: 5.22918 2.55880 2.82362  -0.001
C: 4.03360 1.91573 2.56345  0.016
C: 2.40353 -0.14719 0.18546  -0.014
N: 1.35087 -0.84932 -0.30914  0.082
C: 1.79616 -2.10970 -0.62078  0.056
C: 0.95392 -3.16534 -1.03221  0.091
C: 1.43832 -4.54818 -0.90446  0.008
C: 0.73579 -5.38542 -0.03402  0.009
C: 1.17737 -6.67082 0.21537  0.000
C: 2.30772 -7.15390 -0.42766  0.008
C: 2.99264 -6.33961 -1.31543  0.001
C: 2.56950 -5.04263 -1.54560  0.008
C: -0.37025 -3.00685 -1.46506  0.057
C: -1.13327 -3.94837 -2.20767  0.067
C: -2.27940 -3.30773 -2.61780  0.058
C: -2.23180 -1.99685 -2.07573  0.108
N: -1.08519 -1.84079 -1.37577  0.066
C: 3.18936 -2.18205 -0.33833  -0.016
C: 3.57720 -0.95173 0.11698  0.043
N: -0.11430 1.08142 1.16005  0.085
C: -2.99982 1.34725 3.50192  0.004
C: -3.38158 0.14595 4.10533  0.008
C: -3.86378 0.12773 5.39876  0.000
C: -3.99783 1.31117 6.10424  0.007
C: -3.66510 2.50954 5.49786  0.001
C: -3.16220 2.53429 4.20897  0.007
H: -5.73368 0.96087 -6.35484  0.008
H: -6.27634 1.82309 -4.10364  -0.003
H: -5.13522 0.93554 -2.13787  0.006
H: -2.94458 -1.78013 -4.64971  0.005
H: -4.08140 -0.85149 -6.61264  -0.003
H: -5.65176 -0.67006 -0.44829  0.000
H: -5.15721 0.48047 1.92506  0.004
H: -0.70119 2.98883 3.78362  -0.002
H: 1.82196 3.06047 2.95464  0.004
H: 4.10025 2.00366 -0.80960  0.000
H: 6.25352 3.12826 -0.33795  0.000
H: 6.94779 3.52287 1.99324  0.001
H: 5.55107 2.70820 3.84217  0.000
H: 3.44259 1.54006 3.38542  0.000
H: -0.14133 -5.01120 0.47459  0.000
H: 0.63598 -7.29265 0.91316  0.000
H: 2.65942 -8.15482 -0.22624  0.000
H: 3.86287 -6.71384 -1.83605  0.000
H: 3.10311 -4.41771 -2.24350  0.001
H: -0.83138 -4.95036 -2.43322  0.003
H: -3.08994 -3.72245 -3.18571  0.001
H: 3.81522 -3.04277 -0.44880  -0.001
H: 4.55490 -0.65865 0.44237  0.003
H: -3.26140 -0.77705 3.55478  0.000
H: -4.12113 -0.81309 5.85654  0.000
H: -4.36834 1.30384 7.11626  0.000
H: -3.78250 3.43487 6.03842  0.000
H: -2.92069 3.47815 3.74530  0.001
C: 0.91084 5.01948 -2.54471  0.000
C: 1.16580 4.27191 -1.24426  0.000
N: 0.50046 2.99440 -1.31853  0.003
C: 0.31527 2.27903 -2.44878  0.016
N: -0.13844 1.05357 -2.32455  0.132
C: -0.29728 0.32396 -3.56740  0.009
C: -0.92033 1.24181 -4.61382  0.003
C: 0.09570 2.33444 -4.89191  0.000
N: 0.59224 2.86791 -3.63776  0.007
C: 1.34347 4.10901 -3.68443  0.001
H: 1.46270 5.95576 -2.56704  0.000
H: -0.15319 5.23663 -2.64114  0.000
H: 0.76632 4.82030 -0.38887  0.000
H: 2.24776 4.14615 -1.08461  0.000
H: 0.36765 2.46543 -0.46643  0.001
H: -0.93056 -0.54282 -3.39817  0.002
H: 0.68742 -0.02129 -3.91411  0.000
H: -1.83859 1.66833 -4.20397  0.000
H: -1.17053 0.70260 -5.52477  0.001
H: -0.36164 3.14953 -5.45978  0.000
H: 0.92631 1.93640 -5.48982  0.000
H: 1.17349 4.58871 -4.64916  0.000
H: 2.41646 3.89639 -3.60034  0.000
F: 4.52379 -1.45057 4.78542  0.000
C: 3.28925 -1.24963 5.26111  0.000
F: 3.09652 -2.14126 6.24662  0.000
F: 3.29109 -0.03659 5.83167  0.000
C: 2.22416 -1.39133 4.20154  0.000
C: 1.02682 -0.70349 4.33116  0.000
C: 0.04642 -0.92335 3.37589  0.004
N: 0.18885 -1.75315 2.35037  0.036
C: 1.30861 -2.46374 2.28654  0.004
C: 2.37126 -2.30033 3.16375  0.001
H: 0.86200 -0.02978 5.15645  0.000
H: -0.90907 -0.43050 3.46141  0.001
H: 1.36593 -3.21499 1.51446  0.001
H: 3.28115 -2.86747 3.05156  0.000